[1]
Computed, not measured: 6 unconnected molecules or ions with the total composition C42H61N11O3 at a distorted geometry, with ωB97M-V/def2-TZVPD.

Cartesian coordinates (Å):
1 C 0.01897 -3.62300 -1.82470
2 C -0.63798 -2.76000 -0.73189
3 N -2.08275 -2.99314 -0.72416
4 C -3.04308 -2.18974 -1.30649
5 C -4.23930 -2.78712 -1.12579
6 N -4.04412 -3.99676 -0.51218
7 C -2.73276 -4.07074 -0.26083
8 C -5.05345 -4.92758 -0.01610
9 H -0.45069 -3.44413 -2.79454
10 H -0.05720 -4.69855 -1.65498
11 H 1.07629 -3.42092 -2.00559
12 H -0.42627 -1.74186 -1.04106
13 H -0.19392 -3.01143 0.22707
14 H -2.87144 -1.27123 -1.83973
15 H -5.24598 -2.45916 -1.32563
16 H -2.26474 -4.91681 0.21656
17 H -4.82797 -5.91710 -0.41503
18 H -6.04880 -4.71862 -0.40041
19 H -5.06571 -4.97013 1.06946
20 C 0.29961 4.86932 -3.51542
21 C -0.31725 3.52519 -3.93549
22 N 0.84276 2.67818 -4.24273
23 C 1.59155 2.74877 -5.38277
24 C 2.56423 1.81154 -5.32049
25 N 2.39356 1.17539 -4.11612
26 C 1.28085 1.64997 -3.49453
27 C 3.10027 -0.03771 -3.68408
28 H 0.77770 4.85249 -2.53963
29 H -0.46534 5.64929 -3.50012
30 H 0.95042 5.20172 -4.32337
31 H -0.98180 3.53598 -4.79605
32 H -0.86304 3.07443 -3.10736
33 H 1.38607 3.52240 -6.10525
34 H 3.29658 1.47820 -6.03737
35 H 0.91346 1.25727 -2.55766
36 H 2.82394 -0.81309 -4.39777
37 H 2.97655 -0.34064 -2.65040
38 H 4.16307 0.14433 -3.84955
39 C 4.19810 4.80940 -3.23812
40 C 4.60347 5.49149 -1.92588
41 N 4.06487 4.83877 -0.72492
42 C 3.33874 5.50260 0.22489
43 C 3.03300 4.62321 1.23254
44 N 3.57210 3.41534 0.88346
45 C 4.27288 3.59833 -0.24988
46 C 3.30045 2.13576 1.55801
47 H 4.90656 5.16097 -3.98965
48 H 3.20408 5.17881 -3.48415
49 H 4.20438 3.72487 -3.34956
50 H 4.20224 6.50245 -1.95037
51 H 5.66698 5.59812 -1.70769
52 H 3.06897 6.54023 0.11620
53 H 2.42816 4.69957 2.11935
54 H 4.82579 2.79066 -0.69977
55 H 2.27039 2.01278 1.88858
56 H 3.97526 2.15649 2.41514
57 H 3.54323 1.26541 0.95451
58 C -0.96699 3.40311 4.43555
59 N -2.27379 3.25734 3.77658
60 C -3.37557 3.28940 4.52391
61 C -4.60806 3.02603 3.96356
62 C -4.75648 2.89023 2.57530
63 C -3.56616 2.97700 1.82434
64 C -2.32760 3.12630 2.43449
65 C -6.12587 2.76786 2.01562
66 C -7.19239 2.19161 2.73721
67 C -8.48003 2.22203 2.23127
68 N -8.71406 2.74624 1.02202
69 C -7.68860 3.16747 0.25663
70 C -6.43491 3.31191 0.78495
71 C -10.09049 2.86286 0.45064
72 H -0.91386 4.46116 4.70871
73 H -0.07944 3.20539 3.84725
74 H -1.01032 2.83723 5.36252
75 H -3.32979 3.31535 5.60464
76 H -5.47622 2.88849 4.59099
77 H -3.54916 2.92361 0.74462
78 H -1.37613 3.13995 1.93278
79 H -7.05139 1.74452 3.71101
80 H -9.34078 1.95437 2.82950
81 H -7.87960 3.63386 -0.70035
82 H -5.70298 3.93461 0.28715
83 H -10.80135 2.94009 1.26773
84 H -10.27243 1.95047 -0.11581
85 H -10.07249 3.72365 -0.20799
86 C 2.35963 -1.06385 3.77259
87 N 2.67898 -2.28850 2.98937
88 C 2.96939 -2.15896 1.69236
89 C 3.21716 -3.27926 0.89850
90 C 3.28339 -4.55685 1.48627
91 C 2.98995 -4.65190 2.84980
92 C 2.62016 -3.52068 3.51885
93 C 3.74978 -5.74223 0.69263
94 C 4.66439 -5.63019 -0.35969
95 C 5.19964 -6.77470 -0.92245
96 N 4.77964 -7.98272 -0.49292
97 C 3.75184 -8.11753 0.34448
98 C 3.21200 -6.98891 0.97212
99 C 5.38339 -9.22807 -1.08377
100 H 3.23970 -0.81883 4.36807
101 H 1.53131 -1.32901 4.42258
102 H 2.17059 -0.26857 3.06073
103 H 3.10856 -1.18047 1.26125
104 H 3.47389 -3.08949 -0.13262
105 H 2.87426 -5.56895 3.41148
106 H 2.51149 -3.53477 4.59800
107 H 4.97218 -4.65651 -0.70967
108 H 5.91436 -6.76652 -1.73331
109 H 3.42866 -9.11620 0.60071
110 H 2.50375 -7.14915 1.77236
111 H 6.45231 -9.03731 -1.08141
112 H 4.95048 -9.30026 -2.08111
113 H 5.07734 -10.10546 -0.52484
114 N -0.22660 0.43201 0.85751
115 O -0.20102 0.98898 1.99356
116 O -1.24375 0.58451 0.14591
117 O 0.83815 -0.10206 0.46729

As for the total charge: +6. The value obtained for the LUMO energy is -13.38 eV. The highest occupied orbital energy comes out at -20.88 eV. The total energy is -2462.684545 a.u.



[2]
Computed, not measured: 5 unconnected molecules or ions with the total composition C42H62BF32O6, with ωB97M-V/def2-TZVPD.

Cartesian coordinates (Å):
1 C 2.98168 -0.26878 2.79026
2 C 4.18135 -0.84947 3.53652
3 C 4.59111 -2.28628 3.13285
4 C 4.12584 -2.75608 1.75741
5 C 4.93539 -2.13367 0.60624
6 C 4.08134 -1.74712 -0.59519
7 C 3.35040 -2.93373 -1.24777
8 C 1.87116 -2.68100 -1.53628
9 C 1.58431 -1.91604 -2.82038
10 C 2.30501 -0.57696 -3.00186
11 C 1.82535 0.63200 -2.15801
12 C 0.87055 0.35129 -1.00672
13 C 0.27217 1.62947 -0.40138
14 C -0.06664 1.52630 1.09544
15 C -1.55155 1.29255 1.44874
16 C -1.86826 -0.13930 1.88235
17 C -1.40492 -1.18953 0.87205
18 C -2.07215 -2.54840 1.03655
19 C -1.43431 -3.62160 0.15125
20 C -2.19774 -4.95861 0.10026
21 B -1.27062 -6.28190 0.43986
22 O -1.19415 -6.49552 1.92446
23 C 0.14758 -6.65526 2.29395
24 C 0.93251 -5.98363 1.17150
25 O 0.16498 -6.13452 0.02554
26 H 2.71587 0.71281 3.18327
27 H 2.11235 -0.92447 2.87779
28 H 3.18868 -0.16494 1.72290
29 H 5.03023 -0.16709 3.44682
30 H 3.93055 -0.85838 4.60068
31 H 5.68567 -2.33467 3.12698
32 H 4.26278 -2.98438 3.90474
33 H 3.05966 -2.57137 1.60799
34 H 4.24204 -3.84155 1.73143
35 H 5.73738 -2.81266 0.29879
36 H 5.43481 -1.22857 0.97252
37 H 3.33743 -1.00906 -0.27838
38 H 4.71758 -1.24781 -1.33464
39 H 3.86820 -3.24861 -2.16138
40 H 3.38621 -3.78328 -0.56056
41 H 1.44254 -2.16981 -0.67122
42 H 1.34933 -3.63876 -1.58519
43 H 1.89184 -2.55678 -3.65482
44 H 0.50470 -1.78367 -2.93637
45 H 2.20612 -0.30473 -4.05602
46 H 3.37881 -0.71290 -2.84566
47 H 1.35282 1.36584 -2.81990
48 H 2.70340 1.13520 -1.73903
49 H 0.06676 -0.30797 -1.33581
50 H 1.39498 -0.16696 -0.20070
51 H -0.61234 1.92910 -0.97130
52 H 1.00463 2.43305 -0.53886
53 H 0.54485 0.74752 1.56115
54 H 0.24117 2.46307 1.56907
55 H -1.83754 1.98628 2.24585
56 H -2.16733 1.53419 0.57485
57 H -2.94663 -0.24570 2.03784
58 H -1.36905 -0.32541 2.84094
59 H -0.32433 -1.33662 0.96091
60 H -1.62478 -0.81779 -0.13573
61 H -1.95611 -2.87120 2.07846
62 H -3.14387 -2.47045 0.82008
63 H -1.32684 -3.19555 -0.85795
64 H -0.41147 -3.77152 0.51158
65 H -3.04993 -4.91317 0.78913
66 H -2.57211 -5.08986 -0.91854
67 H -1.75940 -7.26833 -0.16930
68 H 0.32782 -6.17218 3.26162
69 H 0.40504 -7.72501 2.36474
70 H 1.93276 -6.42513 1.04448
71 H 1.10022 -4.91891 1.43241
72 C -1.14236 4.65058 4.26719
73 C 0.13186 3.85957 4.57971
74 C 0.71113 3.97123 5.99339
75 F 1.05071 5.24733 6.27437
76 F 1.82170 3.20870 6.06809
77 F 1.08554 4.12654 3.66817
78 F -0.22446 2.54771 4.46141
79 O -0.98356 5.89863 3.61802
80 C -0.78202 7.05725 4.29493
81 C 0.55618 7.72076 3.93241
82 F 1.58043 6.88188 4.16448
83 F 0.71246 8.81858 4.70781
84 F -0.91501 6.91244 5.62423
85 F -1.74116 7.93372 3.89095
86 H -1.67012 4.03648 3.53831
87 H -1.77663 4.73094 5.15094
88 H -0.01462 3.61760 6.73000
89 H 0.54827 8.01251 2.88091
90 C -6.66408 -6.15551 -2.67234
91 C -7.91254 -5.31197 -2.94651
92 C -8.26973 -5.02100 -4.40727
93 F -7.30002 -4.31364 -5.01638
94 F -9.40976 -4.28938 -4.43759
95 F -7.88637 -4.16418 -2.24626
96 F -8.96934 -6.06036 -2.48941
97 O -5.47751 -5.47365 -2.36067
98 C -4.60358 -5.05000 -3.32063
99 C -4.42032 -3.52626 -3.28382
100 F -5.61114 -2.89919 -3.41049
101 F -3.63832 -3.15966 -4.32557
102 F -4.96212 -5.47828 -4.55159
103 F -3.40042 -5.56501 -3.03773
104 H -6.90621 -6.70545 -1.76321
105 H -6.51753 -6.88896 -3.46743
106 H -8.43796 -5.95490 -4.94948
107 H -3.94571 -3.24352 -2.34199
108 C -6.34539 10.19679 1.49799
109 C -5.48398 10.27875 0.23437
110 C -5.87801 9.39441 -0.95354
111 F -5.82291 8.09148 -0.62017
112 F -5.00793 9.61874 -1.96182
113 F -4.18488 10.10144 0.53394
114 F -5.64126 11.55948 -0.22805
115 O -5.88203 9.36903 2.54280
116 C -6.18889 8.04315 2.61240
117 C -4.93569 7.15613 2.56253
118 F -4.22187 7.40970 1.45079
119 F -5.32822 5.86326 2.54210
120 F -7.08644 7.67669 1.68192
121 F -6.75047 7.82257 3.82601
122 H -6.30645 11.20190 1.91570
123 H -7.38525 9.98741 1.24345
124 H -6.88704 9.64207 -1.29321
125 H -4.31555 7.33770 3.44221
126 C 7.02402 -3.03572 -3.87461
127 C 5.98465 -2.14692 -4.56425
128 C 6.25034 -1.72696 -6.01290
129 F 7.39241 -1.01299 -6.10367
130 F 5.22832 -0.95355 -6.43469
131 F 5.72374 -1.06593 -3.80911
132 F 4.84992 -2.90548 -4.63369
133 O 7.96261 -2.39257 -3.03618
134 C 9.13509 -1.88930 -3.50050
135 C 9.24269 -0.37225 -3.27594
136 F 8.21235 0.26872 -3.85548
137 F 10.39345 0.06373 -3.83923
138 F 9.36418 -2.20928 -4.78633
139 F 10.13502 -2.43838 -2.76486
140 H 6.43944 -3.65404 -3.19425
141 H 7.50721 -3.70056 -4.59178
142 H 6.32026 -2.60762 -6.65648
143 H 9.25495 -0.15909 -2.20578

As for the total charge: -1. The value obtained for the LUMO energy is 1.56 eV. The highest occupied orbital energy comes out at -3.86 eV. The total energy is -5309.678863 a.u.